Entry from OMol25: H2LiO as an isolated structure in a non-equilibrium geometry (the ωB97M-V functional and the def2-TZVPD basis).

- multiplicity = 1
- charge = +1
- HOMO-LUMO gap (eV) = 8.3

Atoms and positions in Å:
1 O 0.555 0.699 -0.567
2 H 0.196 1.456 -1.082
3 H 1.532 0.815 -0.604
4 Li -2.283 -2.970 2.253

Entry from OMol25: H2N2O3 in the gas phase in a non-equilibrium geometry (the ωB97M-V functional and the def2-TZVPD basis).

- multiplicity = 1
- charge = 0
- SMILES = O=[N+]([O-])NO
- HOMO-LUMO gap (eV) = 11.8

Atoms and positions in Å:
1 N -0.256 -0.459 -0.171
2 N 1.043 0.122 0.129
3 O 1.936 -0.648 0.227
4 O 1.074 1.269 -0.039
5 O -1.430 0.399 0.179
6 H -0.358 -1.296 0.316
7 H -2.010 0.614 -0.641

Entry from OMol25: H2N2O3 in the gas phase in a non-equilibrium geometry (the ωB97M-V functional and the def2-TZVPD basis).

- multiplicity = 1
- charge = 0
- SMILES = [H]/N=N\OOO
- HOMO-LUMO gap (spin up / spin down) (eV) = 9.2 / 9.2

Atoms and positions in Å:
1 N 1.978 -0.036 0.314
2 N 1.244 -0.537 -0.471
3 O -1.744 0.031 0.470
4 O 0.139 -0.489 -0.856
5 O -0.927 0.676 -0.391
6 H 1.767 0.719 0.902
7 H -2.456 -0.364 0.032

Entry from OMol25: H2N2O3S in the gas phase (the ωB97M-V functional and the def2-TZVPD basis).

- multiplicity = 1
- charge = 0
- HOMO-LUMO gap (eV) = 10.3

Atoms and positions in Å:
1 N -0.742 -0.385 -0.335
2 N 0.496 -0.489 -0.919
3 O 0.699 -1.527 -1.484
4 O 1.220 0.461 -0.811
5 O -1.029 0.712 0.419
6 S -0.215 0.899 1.901
7 H -1.269 -1.238 -0.175
8 H 0.840 1.567 1.404